Here is a 2-piece molecular cluster, C11H7ClFN2 overall from the OMol25 dataset. Energies are from ωB97M-V/def2-TZVPD.

```
22
C11H7ClFN2 (ωB97M-V/def2-TZVPD)
C -0.71 -2.00 3.22
C -0.72 -1.45 2.16
C -0.35 -0.66 1.05
C -0.65 0.68 1.03
C -0.24 1.49 -0.04
N -0.54 2.82 -0.04
C -0.09 3.50 -1.05
C 0.66 2.91 -2.08
Cl 1.24 3.95 -3.37
N 0.95 1.65 -2.15
C 0.49 0.91 -1.10
C 0.74 -0.47 -1.07
C 0.34 -1.27 -0.04
C 0.57 -2.73 -0.01
H -0.73 -2.50 4.15
H -1.20 1.10 1.85
H -0.30 4.56 -1.10
H 1.27 -0.91 -1.90
H 1.40 -3.00 0.64
H -0.33 -3.20 0.37
H 0.72 -3.09 -1.02
F -2.52 -2.27 0.49
```

net charge	-1
molecular weight	221.64	g/mol
HOMO level	-4.10	eV
HOMO-LUMO gap	6.61	eV

***

Here is an isolated molecule of C13H17N5O2S2 at a distorted geometry from the OMol25 dataset. Energies are from ωB97M-V/def2-TZVPD.

```
39
C13H17N5O2S2 (ωB97M-V/def2-TZVPD)
C 4.03 -0.67 -2.20
C 3.45 -0.88 -1.03
C 2.01 -1.28 -0.88
N 1.26 -0.22 -0.24
C 1.01 -0.01 1.09
C 1.43 -0.92 2.19
C 0.54 -2.13 2.20
C -0.53 -2.30 3.01
S -1.32 -3.80 2.67
C -0.10 -4.08 1.43
N -0.09 -5.24 0.72
N 0.77 -3.14 1.31
N 0.31 1.08 1.25
N 0.09 1.62 0.03
C 0.66 0.84 -0.84
S 0.62 1.06 -2.56
C -0.59 2.41 -2.58
C -1.77 2.05 -1.68
O -2.27 0.96 -1.62
O -2.18 3.12 -1.02
C -3.20 2.90 -0.04
C -3.61 4.25 0.53
H 5.06 -0.38 -2.28
H 3.49 -0.79 -3.13
H 4.00 -0.73 -0.11
H 1.56 -1.45 -1.86
H 1.92 -2.17 -0.26
H 2.47 -1.24 2.04
H 1.34 -0.38 3.13
H -0.91 -1.65 3.77
H -0.94 -5.78 0.69
H 0.49 -5.25 -0.10
H -0.13 3.33 -2.23
H -0.93 2.51 -3.61
H -2.78 2.25 0.74
H -4.05 2.39 -0.51
H -4.01 4.89 -0.26
H -4.38 4.10 1.29
H -2.75 4.74 0.97
```

net charge	0
relative energy (zero: lowest compared OMol25 entry of this formula, charge and spin)	1.275	eV
molecular weight	339.45	g/mol
SMILES string	C=CCn1c(Cc2csc(N)n2)nnc1SCC(=O)OCC
HOMO level	-8.17	eV
HOMO-LUMO gap	8.71	eV

***

Here is a 2-piece molecular cluster, C3H8BrNS overall at a distorted geometry from the OMol25 dataset. Energies are from ωB97M-V/def2-TZVPD.

```
14
C3H8BrNS (ωB97M-V/def2-TZVPD)
C -1.03 -0.36 0.63
C 0.41 -0.67 0.14
C 1.20 0.53 -0.34
N 0.81 1.10 -1.67
S -0.63 0.78 -2.19
Br 2.63 -0.04 -3.69
H -1.29 -1.46 0.93
H -1.06 0.18 1.59
H -1.71 0.12 -0.11
H 0.25 -1.50 -0.50
H 0.95 -0.99 0.98
H 1.22 1.39 0.20
H 2.25 0.00 -0.33
H -0.57 1.44 -3.40
```

net charge	0
relative energy (zero: lowest compared OMol25 entry of this formula, charge and spin)	1.328	eV
molecular weight	170.08	g/mol
HOMO level (spin up / spin down)	-8.27 / -9.84	eV
HOMO-LUMO gap (spin up / spin down)	5.63 / 9.01	eV

***

Here is an isolated ion of composition C12H19N2 and charge +1 at a distorted geometry from the OMol25 dataset. Energies are from ωB97M-V/def2-TZVPD.

```
33
C12H19N2 (ωB97M-V/def2-TZVPD)
C 0.71 -2.44 -1.03
N 0.14 -1.65 0.04
C 0.52 -1.82 1.43
C 0.74 -0.72 2.13
C 0.38 0.48 1.28
C -0.99 1.00 1.77
C 1.38 1.53 1.34
C 0.30 -0.10 -0.17
C 1.56 0.11 -1.01
C -0.92 0.35 -1.04
C -2.16 -0.20 -1.09
C -2.93 0.74 -1.87
C -2.09 1.74 -2.27
N -0.88 1.48 -1.75
H 1.76 -2.54 -1.02
H 0.29 -3.44 -0.91
H 0.44 -1.94 -2.01
H -0.93 -1.66 0.06
H 0.63 -2.85 1.67
H 0.90 -0.48 3.15
H -0.95 1.06 2.90
H -1.79 0.29 1.59
H -1.22 2.05 1.56
H 1.56 1.65 2.36
H 0.96 2.56 1.01
H 2.34 1.21 0.91
H 2.25 -0.67 -0.63
H 2.01 1.02 -0.79
H 1.54 -0.05 -2.15
H -2.49 -1.23 -0.80
H -3.97 0.65 -2.42
H -2.22 2.71 -2.65
H 0.09 1.87 -1.88
```

net charge	+1
relative energy (zero: lowest compared OMol25 entry of this formula, charge and spin)	3.630	eV
molecular weight	191.30	g/mol
SMILES string	C[N@H+]1C=CC(C)(C)[C@]1(C)c1ccc[nH]1
HOMO level	-11.89	eV
HOMO-LUMO gap	9.41	eV

***

Here is a 3-piece molecular cluster, C3H11NO2 overall at a distorted geometry from the OMol25 dataset. Energies are from ωB97M-V/def2-TZVPD.

```
17
C3H11NO2 (ωB97M-V/def2-TZVPD)
C 2.29 0.70 0.50
C 1.04 0.08 -0.11
C 0.87 -1.25 0.12
N -0.41 -1.78 0.42
H 3.21 0.19 0.21
H 2.19 0.76 1.58
H 2.35 1.72 0.14
H 0.75 0.48 -1.07
H 1.70 -1.95 0.29
H -0.38 -2.78 0.54
H -0.76 -1.37 1.27
O -1.40 2.25 0.14
H -1.32 1.60 -0.56
H -2.33 2.49 0.14
O -2.57 -0.05 -1.04
H -2.14 -0.87 -0.76
H -3.10 -0.23 -1.83
```

net charge	0
relative energy (zero: lowest compared OMol25 entry of this formula, charge and spin)	2.064	eV
molecular weight	93.13	g/mol
SMILES string	C/C=C/N.O.O
HOMO level	-7.84	eV
HOMO-LUMO gap	8.57	eV

***

Here is B2F8Rb as an isolated structure from the OMol25 dataset. Energies are from ωB97M-V/def2-TZVPD.

```
11
B2F8Rb (ωB97M-V/def2-TZVPD)
Rb -0.62 -0.34 -0.58
B -1.10 -1.81 2.32
F 0.20 -1.55 1.78
F -1.89 -0.65 2.16
F -1.68 -2.85 1.55
F -0.99 -2.16 3.66
B 1.24 1.89 -2.19
F 2.52 2.14 -2.67
F 1.26 1.74 -0.77
F 0.33 2.91 -2.50
F 0.75 0.67 -2.76
```

net charge	-1
relative energy (zero: lowest compared OMol25 entry of this formula, charge and spin)	0.000	eV
molecular weight	259.08	g/mol
HOMO level	-9.12	eV
HOMO-LUMO gap	11.39	eV

***

Here is a 2-piece molecular cluster, C9H14O2 overall at a distorted geometry from the OMol25 dataset. Energies are from ωB97M-V/def2-TZVPD.

```
25
C9H14O2 (ωB97M-V/def2-TZVPD)
C -0.41 1.08 2.97
C -1.01 0.78 1.61
C -1.16 1.80 0.65
C -1.33 1.51 -0.68
C -1.50 0.20 -1.12
O -1.95 0.03 -2.39
C -1.42 -0.83 -0.19
C -1.19 -0.51 1.15
H 0.21 0.22 3.22
H -1.18 1.04 3.75
H 0.18 1.98 2.96
H -1.13 2.80 1.05
H -1.30 2.25 -1.46
H -1.98 -0.87 -2.73
H -1.47 -1.90 -0.37
H -1.14 -1.34 1.85
C 2.06 -0.46 -1.92
C 1.68 -1.50 -0.87
O 2.56 -1.40 0.26
H 1.34 0.35 -1.87
H 2.10 -0.83 -2.95
H 3.01 0.03 -1.73
H 0.65 -1.46 -0.55
H 1.87 -2.48 -1.26
H 2.50 -0.51 0.62
```

net charge	0
relative energy (zero: lowest compared OMol25 entry of this formula, charge and spin)	1.532	eV
molecular weight	154.21	g/mol
SMILES string	Cc1ccc(O)cc1.CCO
HOMO level	-8.42	eV
HOMO-LUMO gap	9.18	eV

***

Here is an isolated molecule of C5H13NO at a distorted geometry from the OMol25 dataset. Energies are from ωB97M-V/def2-TZVPD.

```
20
C5H13NO (ωB97M-V/def2-TZVPD)
C -2.54 0.62 1.64
C -2.06 0.09 0.29
N -0.55 -0.05 0.18
C -0.12 -0.37 -1.19
C 1.34 -0.88 -1.27
C 2.18 0.25 -0.64
O 2.03 0.34 0.81
H -2.62 1.73 1.61
H -1.86 0.25 2.47
H -3.43 0.13 2.02
H -2.60 -0.92 0.14
H -2.40 0.84 -0.40
H -0.38 -0.83 0.80
H -0.36 0.46 -1.88
H -0.80 -1.17 -1.46
H 1.87 -1.00 -2.28
H 1.40 -1.91 -0.87
H 3.26 0.19 -0.93
H 1.68 1.21 -0.94
H 1.07 0.29 0.92
```

net charge	0
relative energy (zero: lowest compared OMol25 entry of this formula, charge and spin)	2.086	eV
molecular weight	103.16	g/mol
SMILES string	CCNCCCO
HOMO level	-9.30	eV
HOMO-LUMO gap	10.27	eV

***

Here is BrClHOP as an isolated structure at a distorted geometry from the OMol25 dataset. Energies are from ωB97M-V/def2-TZVPD.

```
5
BrClHOP (ωB97M-V/def2-TZVPD)
O 0.09 -0.65 -1.38
P -0.84 -0.74 -0.27
Cl -0.14 1.65 0.64
Br 0.25 -1.84 1.38
H 0.64 1.58 -0.37
```

net charge	0
relative energy (zero: lowest compared OMol25 entry of this formula, charge and spin)	0.964	eV
molecular weight	163.34	g/mol
HOMO level	-10.08	eV
HOMO-LUMO gap	9.54	eV

***

Here is C25H48BrFN4O5PSSi as an isolated structure at a distorted geometry from the OMol25 dataset. Energies are from ωB97M-V/def2-TZVPD.

```
87
C25H48BrFN4O5PSSi (ωB97M-V/def2-TZVPD)
C -0.30 3.84 2.94
P -0.07 2.18 2.22
O 0.64 1.34 3.44
C 1.26 2.35 0.86
C 0.56 3.13 -0.23
C 1.47 3.92 -1.16
O 2.34 3.04 -1.87
Si 2.13 2.90 -3.53
C 3.37 3.99 -4.40
C 2.60 1.12 -3.94
C 0.36 3.14 -4.11
C 2.48 2.94 1.59
O 2.55 4.28 1.85
N 3.59 2.37 0.72
C 3.17 1.07 0.73
N 3.97 0.01 0.91
Br 3.27 -1.71 0.99
S 5.66 0.14 1.10
O 6.09 1.30 0.42
O 6.18 -1.11 0.73
F 5.76 0.31 2.62
N 1.83 1.03 0.55
C 1.31 0.27 -0.59
C -0.08 -0.34 -0.34
C -1.07 -0.10 -1.50
C -2.47 0.28 -1.03
C -3.02 -0.66 0.06
C -4.53 -0.48 0.21
C -5.17 -1.62 1.02
C -4.37 -2.03 2.28
C -3.47 -3.27 2.09
C -1.98 -3.04 2.40
C -1.25 -4.33 2.80
C -0.17 -4.72 1.78
N -0.71 -4.76 0.42
C -1.79 -5.47 -0.02
C -1.93 -5.21 -1.37
C -0.89 -4.34 -1.78
C -0.16 -4.09 -0.63
H -1.26 3.86 3.44
H -0.27 4.64 2.20
H 0.45 4.09 3.69
H 0.15 0.51 3.54
H -0.10 3.86 0.25
H -0.11 2.49 -0.80
H 2.10 4.55 -0.53
H 0.91 4.60 -1.80
H 4.31 3.87 -3.87
H 3.12 5.05 -4.45
H 3.54 3.58 -5.40
H 2.84 0.98 -4.99
H 3.46 0.84 -3.33
H 1.79 0.46 -3.62
H -0.35 2.52 -3.57
H 0.09 4.20 -4.01
H 0.35 2.91 -5.17
H 2.57 2.40 2.54
H 2.75 4.40 2.78
H 4.46 2.57 1.21
H 1.25 0.89 -1.48
H 1.97 -0.55 -0.87
H 0.04 -1.42 -0.27
H -0.50 -0.03 0.61
H -0.72 0.68 -2.17
H -1.14 -1.02 -2.08
H -2.52 1.31 -0.67
H -3.14 0.22 -1.89
H -2.79 -1.69 -0.23
H -2.56 -0.37 1.00
H -4.72 0.46 0.73
H -5.01 -0.43 -0.77
H -5.27 -2.50 0.38
H -6.17 -1.31 1.32
H -5.12 -2.27 3.04
H -3.79 -1.19 2.66
H -3.61 -3.65 1.08
H -3.81 -4.03 2.79
H -1.51 -2.59 1.53
H -1.88 -2.31 3.21
H -0.77 -4.24 3.77
H -1.97 -5.15 2.83
H 0.64 -3.99 1.78
H 0.24 -5.70 1.99
H -2.39 -6.08 0.62
H -2.71 -5.63 -1.99
H -0.71 -3.97 -2.77
H 0.72 -3.47 -0.52
```

net charge	+1
molecular weight	674.71	g/mol
HOMO level	-10.28	eV
HOMO-LUMO gap	5.96	eV

***

Here is C39H30BN13W as an isolated structure from the OMol25 dataset. Energies are from ωB97M-V/def2-TZVPD.

```
84
C39H30BN13W (ωB97M-V/def2-TZVPD)
W -0.17 0.09 -0.16
C -4.04 -3.27 0.45
C -3.08 -4.04 1.29
C -1.78 -3.84 1.51
C -0.87 -2.77 1.04
N -1.21 -1.62 0.57
C -2.52 -1.26 -0.02
N 0.44 -3.12 1.18
C 1.43 -2.39 0.83
N 1.47 -1.07 0.40
C 2.81 -0.68 0.33
N 3.33 0.48 0.14
C 2.64 1.59 -0.23
C 3.52 2.76 -0.40
C 3.33 3.92 -1.02
C 2.14 4.42 -1.79
C 0.53 2.53 -1.12
N 1.35 1.57 -0.35
C 3.65 -1.85 0.62
C 5.03 -1.99 0.63
C 5.53 -3.25 0.93
C 4.67 -4.32 1.24
C 3.29 -4.15 1.25
C 2.81 -2.90 0.93
H -4.68 -3.98 -0.08
H -3.52 -4.90 1.79
H -1.25 -4.55 2.12
H -3.05 -0.64 0.72
H 4.49 2.58 0.05
H 4.15 4.63 -0.98
H 2.50 4.94 -2.68
H 0.01 3.18 -0.39
H 5.68 -1.16 0.39
H 6.60 -3.42 0.94
H 5.10 -5.28 1.47
H 2.62 -4.97 1.49
C -3.89 -2.22 -1.79
C -3.46 -2.31 -0.53
N -1.96 -0.45 -1.08
N -2.38 -0.48 -2.34
C -3.34 -1.26 -2.71
B -1.37 0.12 -3.37
N -0.79 1.50 -2.91
C -0.41 2.39 -3.77
C 0.60 3.36 -3.41
C 1.13 3.40 -2.18
N -0.37 1.53 -1.65
N -0.17 -0.82 -3.29
C 0.39 -1.55 -4.27
C 1.45 -2.25 -3.73
C 1.47 -1.87 -2.39
N 0.49 -1.01 -2.12
H -4.64 -2.90 -2.17
H -4.71 -2.72 1.12
H -3.64 -1.21 -3.75
H -1.84 0.19 -4.46
H -0.81 2.31 -4.77
H 0.94 4.04 -4.18
H 1.64 5.18 -1.17
H 0.00 -1.53 -5.27
H 2.12 -2.93 -4.23
H 2.15 -2.20 -1.63
C 1.17 0.30 4.27
C 1.05 0.01 2.91
N 0.11 0.52 2.12
C -0.75 1.39 2.71
C -0.70 1.74 4.06
C 0.30 1.17 4.85
C -1.66 2.67 4.59
C -2.61 3.20 3.80
C -2.68 2.85 2.41
C -3.65 3.38 1.54
C -3.64 2.99 0.23
C -2.67 2.09 -0.21
N -1.74 1.56 0.58
C -1.75 1.95 1.87
H 1.96 -0.17 4.83
H 1.74 -0.68 2.48
H 0.37 1.42 5.91
H -1.61 2.93 5.64
H -3.34 3.89 4.19
H -4.39 4.08 1.92
H -4.36 3.37 -0.47
H -2.67 1.79 -1.24
```

net charge	+2
molecular weight	875.41	g/mol
HOMO level (spin up / spin down)	-11.97 / -11.97	eV
HOMO-LUMO gap (spin up / spin down)	6.01 / 6.01	eV

***

Here is an isolated molecule of CH2ClN2OP at a distorted geometry from the OMol25 dataset. Energies are from ωB97M-V/def2-TZVPD.

```
8
CH2ClN2OP (ωB97M-V/def2-TZVPD)
Cl -2.48 0.24 -0.38
P -0.99 1.18 0.69
N -0.39 -0.32 1.42
N 0.47 -0.91 0.82
C 0.92 -0.24 -0.37
O 0.20 1.02 -0.41
H 1.91 0.00 -0.61
H 0.36 -0.96 -1.16
```

net charge	0
relative energy (zero: lowest compared OMol25 entry of this formula, charge and spin)	0.117	eV
molecular weight	124.47	g/mol
SMILES string	ClP1N=NCO1
HOMO level	-9.45	eV
HOMO-LUMO gap	9.44	eV

***

Total energy? In order: -29739.936 -46972.569 -85604.824 -15723.538 -8872.426 -23765.573 -13654.125 -8931.925 -93918.174 -143656.828 -62792.663 -27907.592 eV.